--- a ---
Density functional theory data (ωB97M-V/def2-TZVPD) for the molecule C6H12O.

Structure (XYZ):
```
19
C6H12O ωB97M-V/def2-TZVPD
C 1.853 -0.655 -0.745
C 0.396 -0.276 -0.944
C -0.615 -1.118 -0.201
C -1.906 -0.312 0.047
O -1.655 1.080 -0.194
C -0.379 1.482 -0.001
C 0.187 1.384 1.380
H 2.052 -1.673 -1.112
H 2.532 0.021 -1.278
H 2.120 -0.638 0.319
H 0.141 -0.207 -2.016
H -0.182 -1.449 0.751
H -0.854 -2.027 -0.770
H -2.290 -0.465 1.062
H -2.698 -0.577 -0.658
H 0.306 1.236 -0.888
H -0.030 0.449 1.921
H 1.271 1.533 1.353
H -0.248 2.204 1.963
```

Properties
Gap between HOMO and LUMO   8.547 eV
HOMO energy   -7.51 eV
Total charge   0

Mulliken atomic charge list, values in e, 2 entries: number 1, C, carries -1.34; number 2, C, carries 0.03

--- b ---
Density functional theory data (ωB97M-V/def2-TZVPD) for the molecule C6H12O.

Structure (XYZ):
```
19
C6H12O ωB97M-V/def2-TZVPD
C -1.038 1.494 1.318
C -0.090 0.717 0.426
C 1.317 1.014 0.787
C -0.382 -0.767 0.453
O -1.523 -1.232 -0.256
C -0.238 -1.684 -0.685
C 0.218 -1.281 -2.063
H -0.847 2.572 1.251
H -2.070 1.304 1.020
H -0.918 1.202 2.369
H -0.312 1.084 -0.672
H 1.761 0.447 1.605
H 1.639 2.041 0.850
H 1.798 0.586 -0.153
H -0.277 -1.202 1.453
H -0.047 -2.733 -0.443
H 0.018 -0.225 -2.265
H -0.303 -1.874 -2.822
H 1.292 -1.463 -2.175
```

Properties
Gap between HOMO and LUMO   11.207 eV
HOMO energy   -10.11 eV
Total charge   0

Mulliken atomic charge list, values in e, 2 entries: number 1, C, carries -1.68; number 2, C, carries 0.98

--- c ---
Density functional theory data (ωB97M-V/def2-TZVPD) for a cluster of 2 separate species, C6H12O in total.

Structure (XYZ):
```
19
C6H12O ωB97M-V/def2-TZVPD
C 2.612 -1.195 0.246
C 0.973 1.534 -0.316
O 0.267 1.222 0.713
C -0.345 0.059 0.911
C -1.723 -0.070 1.393
C -1.313 -0.566 -0.010
C -1.858 0.181 -1.209
H 2.882 -2.155 0.694
H 3.351 -0.443 0.529
H 2.593 -1.299 -0.842
H 1.038 0.853 -1.157
H 1.537 2.452 -0.231
H 1.617 -0.911 0.621
H -2.376 0.804 1.412
H -1.941 -0.804 2.167
H -1.243 -1.647 -0.143
H -1.233 0.036 -2.099
H -2.868 -0.166 -1.451
H -1.912 1.259 -1.018
```

Properties
Gap between HOMO and LUMO (spin up / spin down)   7.907 / 8.493 eV
HOMO energy (spin up / spin down)   -7.47 / -7.69 eV
Total charge   0

Mulliken atomic charge list, values in e, 2 entries: number 1, C, carries -0.72; number 2, C, carries -0.46

--- d ---
Density functional theory data (ωB97M-V/def2-TZVPD) for the molecule C6H12O.

Structure (XYZ):
```
19
C6H12O ωB97M-V/def2-TZVPD
C -0.146 1.847 -1.067
C -0.830 0.610 -0.523
O -1.090 -0.351 -1.560
C -0.268 -1.331 -0.922
C 0.008 -0.421 0.295
C -0.602 -0.852 1.639
C 1.485 -0.106 0.501
H -0.807 2.356 -1.776
H 0.097 2.543 -0.257
H 0.774 1.583 -1.597
H -1.772 0.893 -0.031
H 0.626 -1.551 -1.523
H -0.810 -2.267 -0.738
H -1.613 -0.456 1.779
H 0.007 -0.494 2.478
H -0.653 -1.943 1.731
H 1.613 0.744 1.181
H 1.996 0.120 -0.440
H 1.986 -0.968 0.959
```

Properties
Gap between HOMO and LUMO   10.471 eV
HOMO energy   -9.52 eV
Total charge   0

Mulliken atomic charge list, values in e, 2 entries: number 1, C, carries -1.43; number 2, C, carries 0.11

Which structure is most stable? d, by 8.4 kcal/mol over the runner-up.

--- a ---
Density functional theory data (ωB97M-V/def2-TZVPD) for a cluster of 2 separate species, C6H12O in total.

Structure (XYZ):
```
19
C6H12O ωB97M-V/def2-TZVPD
C -1.295 -1.409 -1.276
C -0.638 -0.204 -0.826
C 0.541 -0.127 -0.156
C 1.311 -1.329 0.141
O 1.056 -2.463 -0.242
C 1.088 1.227 0.201
C 0.143 2.068 1.064
H -0.503 -0.933 -2.096
H -2.352 -1.374 -1.566
H -0.938 -2.379 -0.934
H -1.165 0.697 -1.133
H 2.222 -1.156 0.753
H 1.317 1.772 -0.723
H 2.042 1.096 0.724
H 0.569 3.058 1.256
H -0.825 2.216 0.570
H -0.053 1.580 2.025
H -0.976 -0.969 1.245
H -1.545 -1.371 0.974
```

Properties
Gap between HOMO and LUMO   9.162 eV
HOMO energy   -8.61 eV
Total charge   0

Mulliken atomic charge list, values in e, 2 entries: number 1, C, carries -1.02; number 2, C, carries -0.01

--- b ---
Density functional theory data (ωB97M-V/def2-TZVPD) for the molecule C6H12O.

Structure (XYZ):
```
19
C6H12O ωB97M-V/def2-TZVPD
C -1.932 0.777 1.484
C -1.358 -0.578 1.065
C 0.011 -0.462 0.477
C 0.413 -1.133 -0.700
C 1.751 -0.622 -1.167
C 1.502 0.953 -1.143
O 0.169 1.175 -0.773
H -1.289 1.258 2.228
H -1.997 1.446 0.623
H -2.928 0.656 1.921
H -1.272 -1.231 1.947
H -2.024 -1.082 0.356
H 0.748 0.021 1.120
H -0.059 -2.055 -1.026
H -0.200 -0.062 -1.164
H 2.005 -0.986 -2.167
H 2.581 -0.887 -0.502
H 2.191 1.440 -0.438
H 1.690 1.372 -2.140
```

Properties
Gap between HOMO and LUMO   9.287 eV
HOMO energy   -8.40 eV
Total charge   0

Mulliken atomic charge list, values in e, 2 entries: number 1, C, carries -1.08; number 2, C, carries -0.47

Which structure is most stable? a, by 2.7 kcal/mol over the runner-up.

--- a ---
Density functional theory data (ωB97M-V/def2-TZVPD) for a cluster of 2 separate species, C6H12O in total.

Structure (XYZ):
```
19
C6H12O ωB97M-V/def2-TZVPD
C 2.055 2.680 -0.672
C 1.607 1.646 0.052
C 0.290 1.005 -0.146
C -0.152 -0.130 0.682
C 0.205 -1.384 0.396
C 0.030 -2.628 1.184
H 3.022 3.112 -0.565
H 1.505 3.325 -1.390
H 2.065 1.398 0.963
H 0.195 0.637 -1.204
H -0.476 1.724 -0.113
H -0.737 0.188 1.592
H 0.804 -1.529 -0.515
H 0.244 -3.441 0.551
H -1.073 -2.839 1.608
H 0.630 -2.778 2.120
O -3.618 -0.507 -1.748
H -2.665 -0.670 -1.491
H -3.933 0.192 -1.304
```

Properties
Gap between HOMO and LUMO   10.390 eV
HOMO energy   -9.47 eV
Total charge   0

Mulliken atomic charge list, values in e, 2 entries: number 1, C, carries -0.75; number 2, C, carries -0.17

--- b ---
Density functional theory data (ωB97M-V/def2-TZVPD) for the molecule C6H12O.

Structure (XYZ):
```
19
C6H12O ωB97M-V/def2-TZVPD
C -2.133 0.213 1.466
C -1.778 -0.127 0.213
C -0.893 -1.341 0.029
C 0.648 -1.197 -0.182
C 1.214 -0.064 -1.037
C 0.959 1.349 -0.578
O 1.601 1.625 0.689
H -1.458 -0.027 2.281
H -3.047 0.710 1.784
H -1.784 0.616 -0.590
H -1.392 -1.923 -0.773
H -0.882 -1.958 0.948
H 0.936 -2.147 -0.614
H 1.170 -1.016 0.774
H 0.865 -0.164 -2.087
H 2.311 -0.003 -1.040
H -0.088 1.640 -0.378
H 1.221 2.089 -1.350
H 2.530 1.724 0.444
```

Properties
Gap between HOMO and LUMO   9.666 eV
HOMO energy   -8.71 eV
Total charge   0

Mulliken atomic charge list, values in e, 2 entries: number 1, C, carries -0.66; number 2, C, carries -0.43

Which structure is most stable? b, by 2.4 kcal/mol over the runner-up.

--- a ---
Density functional theory data (ωB97M-V/def2-TZVPD) for the molecule C6H13N.

Structure (XYZ):
```
20
C6H13N ωB97M-V/def2-TZVPD
C -2.741 -0.515 -2.107
C -2.306 -0.776 -0.631
C -0.826 -0.728 -0.489
C -0.248 -0.237 0.620
N 1.206 -0.239 0.643
C 1.733 1.010 1.185
C 3.240 0.770 1.464
H -3.796 -0.293 -2.188
H -2.504 -1.380 -2.730
H -2.171 0.337 -2.478
H -2.917 -0.034 -0.082
H -2.720 -1.772 -0.378
H -0.297 -1.234 -1.283
H -0.681 0.430 1.350
H 1.625 -0.463 -0.247
H 1.241 1.069 2.177
H 1.420 1.903 0.632
H 3.878 1.658 1.535
H 3.314 0.278 2.430
H 3.552 0.217 0.577
```

Properties
Gap between HOMO and LUMO   9.096 eV
HOMO energy   -7.93 eV
Total charge   0

Mulliken atomic charge list, values in e, 2 entries: number 1, C, carries -1.26; number 2, C, carries -0.13

--- b ---
Density functional theory data (ωB97M-V/def2-TZVPD) for a structure of composition C6H13N.

Structure (XYZ):
```
20
C6H13N ωB97M-V/def2-TZVPD
C -1.105 -1.689 -0.264
C -1.463 1.901 -0.069
C -0.869 0.693 -0.721
N -0.510 -0.406 0.087
H -1.237 0.456 -1.723
H -1.044 -1.924 -1.335
H -2.160 -1.659 0.019
H -0.626 -2.493 0.296
H -1.313 2.800 -0.673
H -2.548 1.769 0.060
H -1.042 2.072 0.921
C 1.464 0.422 1.366
C 0.992 -0.217 0.064
C 1.782 -1.193 -0.553
H 0.752 0.807 -0.767
H 2.419 0.927 1.207
H 1.583 -0.349 2.129
H 0.767 1.166 1.754
H 1.389 -2.144 -0.884
H 2.770 -0.939 -0.915
```

Properties
Gap between HOMO and LUMO (spin up / spin down)   8.213 / 7.533 eV
HOMO energy (spin up / spin down)   -7.52 / -7.20 eV
Total charge   0

Mulliken atomic charge list, values in e, 2 entries: number 1, C, carries -1.13; number 2, C, carries -1.16

Which structure is most stable? a, by 79.9 kcal/mol over the runner-up.

--- a ---
Density functional theory data (ωB97M-V/def2-TZVPD) for the molecule C6H13N.

Structure (XYZ):
```
20
C6H13N ωB97M-V/def2-TZVPD
C 2.258 -0.504 1.446
C 1.663 -0.508 0.273
C 1.727 -1.665 -0.734
C 0.633 0.547 -0.094
C -0.785 0.028 -0.059
C -1.833 1.073 -0.638
N -3.131 1.014 -0.046
H 2.011 0.151 2.277
H 3.078 -1.200 1.600
H 2.283 -1.227 -1.593
H 0.760 -1.913 -1.181
H 2.199 -2.537 -0.242
H 0.733 1.378 0.587
H 0.715 1.096 -1.097
H -1.120 -0.332 0.940
H -0.820 -0.709 -0.863
H -1.339 2.052 -0.693
H -2.007 0.722 -1.677
H -3.248 1.417 0.877
H -3.513 0.075 -0.032
```

Properties
Gap between HOMO and LUMO   9.804 eV
HOMO energy   -8.74 eV
Total charge   0

Mulliken atomic charge list, values in e, 2 entries: number 1, C, carries -0.95; number 2, C, carries 0.72

--- b ---
Density functional theory data (ωB97M-V/def2-TZVPD) for a cluster of 2 separate species, C6H13N in total.

Structure (XYZ):
```
20
C6H13N ωB97M-V/def2-TZVPD
C -1.647 -0.030 -1.144
C -0.164 -0.104 -0.803
C 0.437 0.529 0.370
C -0.201 1.408 1.248
C 1.775 -0.067 0.890
C 1.777 -1.681 0.977
N -1.931 1.168 -1.994
H -2.169 -1.113 -1.403
H -2.126 0.226 -0.174
H 0.456 -0.482 -1.629
H -0.849 -0.784 1.134
H -1.020 2.137 0.950
H 0.424 1.716 2.009
H 2.525 0.304 0.152
H 1.959 0.403 1.901
H 1.350 -1.939 0.053
H 1.212 -1.994 1.697
H 2.721 -2.206 1.101
H -1.606 1.035 -3.112
H -2.922 1.472 -2.222
```

Properties
Gap between HOMO and LUMO   5.437 eV
HOMO energy   -6.91 eV
Total charge   0

Mulliken atomic charge list, values in e, 2 entries: number 1, C, carries -0.65; number 2, C, carries -0.24

--- c ---
Density functional theory data (ωB97M-V/def2-TZVPD) for the molecule C6H13N.

Structure (XYZ):
```
20
C6H13N ωB97M-V/def2-TZVPD
C -1.175 -2.212 1.841
C -0.834 -0.769 1.450
C -0.563 -0.371 0.193
C -1.046 -1.081 -1.075
C -0.007 0.960 -0.269
C 1.491 1.001 -0.798
N 1.950 2.378 -1.196
H -1.555 -2.158 2.814
H -1.932 -2.323 1.069
H -0.391 -3.023 1.816
H -1.168 -0.095 2.203
H -2.054 -0.922 -1.317
H -0.526 -0.677 -1.947
H -0.651 -2.121 -1.031
H -0.671 1.352 -1.065
H 0.027 1.691 0.616
H 2.010 0.596 0.134
H 1.516 0.321 -1.607
H 2.909 2.397 -0.957
H 1.642 3.145 -0.407
```

Properties
Gap between HOMO and LUMO   9.445 eV
HOMO energy   -8.41 eV
Total charge   0

Mulliken atomic charge list, values in e, 2 entries: number 1, C, carries -1.05; number 2, C, carries -0.10

Which structure is most stable? a, by 26.7 kcal/mol over the runner-up.